No. 1
A cluster of 2 separate species, C5H6NO2 in total, computed with wB97M-V/def2-TZVPD.

Properties
Max |F| = 1.65 eV/A
Lowest unoccupied orbital energy = -0.1816 Eh
Relative energy (zero: lowest compared OMol25 entry of this formula, charge and spin) = 7.95 kcal/mol

```
! wB97M-V def2-TZVPD RIJCOSX def2/J DEFGRID3
* xyz 1 1
C 3.460 -0.639 2.547
C 2.260 -1.341 -0.147
C 0.524 0.050 0.987
C -0.633 0.360 0.031
C 0.120 -0.417 -1.054
N 1.185 -0.729 -0.080
O 4.389 -0.727 3.177
O 3.228 -1.922 -0.238
H 0.286 -0.563 1.856
H 1.129 0.903 1.294
H -1.582 -0.083 0.317
H -0.778 1.415 -0.181
H -0.373 -1.314 -1.431
H 0.494 0.176 -1.890
*
```

Atomic partial charges in e from the Löwdin method, atoms 1 to 2: number 1, C, carries 0.04; number 2, C, carries -0.13


No. 2
A cluster of 2 separate species, C25H31F2 in total, computed with wB97M-V/def2-TZVPD.

Properties
Max |F| = 0.95 eV/A
Lowest unoccupied orbital energy = -0.2161 Eh
Relative energy (zero: lowest compared OMol25 entry of this formula, charge and spin) = 0.00 kcal/mol

```
! wB97M-V def2-TZVPD RIJCOSX def2/J DEFGRID3
* xyz 1 1
C -6.350 -0.158 0.623
C -5.791 -1.442 1.250
C -4.713 -2.130 0.378
C -3.451 -2.521 1.154
C -2.719 -1.337 1.821
C -2.449 -0.177 0.905
C -1.792 -0.361 -0.229
C -2.921 1.201 1.299
C -4.436 1.311 1.541
C -5.278 0.895 0.310
H -6.891 -0.420 -0.297
H -7.103 0.284 1.290
H -5.371 -1.220 2.237
H -6.608 -2.144 1.470
H -5.140 -3.008 -0.126
H -4.432 -1.468 -0.449
H -3.719 -3.260 1.919
H -2.758 -3.042 0.480
H -3.299 -0.969 2.674
H -1.770 -1.678 2.256
H -1.603 0.447 -0.908
H -1.459 -1.334 -0.531
H -2.366 1.528 2.187
H -2.637 1.906 0.508
H -4.717 0.697 2.405
H -4.697 2.331 1.853
H -4.601 0.522 -0.469
H -5.743 1.779 -0.150
C 4.140 -0.457 -6.123
C 3.707 -0.252 -4.721
C 4.643 0.200 -3.791
F 5.928 0.378 -4.173
C 4.276 0.431 -2.486
C 2.974 0.150 -2.025
C 2.540 0.265 -0.681
C 3.239 0.573 0.515
C 4.633 0.747 0.614
C 5.229 1.109 1.800
F 6.559 1.355 1.838
C 4.472 1.247 2.961
C 5.168 1.595 4.223
C 3.104 1.018 2.897
C 2.495 0.697 1.708
C 2.036 -0.273 -2.993
C 2.400 -0.461 -4.302
H 3.306 -0.751 -6.760
H 4.570 0.464 -6.522
H 4.906 -1.233 -6.176
H 4.995 0.927 -1.870
H 1.490 0.077 -0.539
H 5.289 0.516 -0.197
H 4.482 1.599 5.070
H 5.961 0.871 4.424
H 5.630 2.581 4.146
H 2.524 1.089 3.800
H 1.432 0.527 1.681
H 1.017 -0.447 -2.689
H 1.667 -0.770 -5.027
*
```

Atomic partial charges in e from the Löwdin method, atoms 1 to 2: number 1, C, carries -0.20; number 2, C, carries -0.20


No. 3
A cluster of 4 separate species, CH10O3S in total, computed with wB97M-V/def2-TZVPD.

Properties
Max |F| = 2.94 eV/A
Lowest unoccupied orbital energy (spin up / spin down) = 0.1245 / 0.1254 Eh
Relative energy (zero: lowest compared OMol25 entry of this formula, charge and spin) = 8.66 kcal/mol

```
! wB97M-V def2-TZVPD RIJCOSX def2/J DEFGRID3
* xyz -1 2
C -2.086 1.055 -0.982
S -1.482 1.701 0.611
H -3.171 1.134 -1.069
H -1.890 -0.016 -1.016
H -1.577 1.610 -1.761
H -2.245 0.936 1.392
H 0.174 -2.413 0.984
H 1.180 -1.190 0.907
O 0.687 -1.859 0.395
H 2.628 0.341 2.230
H 0.908 0.620 2.458
O 1.695 0.204 2.074
H 1.771 0.046 -1.837
H 1.819 -1.484 -1.950
O 1.588 -0.685 -2.435
*
```

Atomic partial charges in e from the Löwdin method, atoms 1 to 2: number 1, C, carries -0.54; number 2, S, carries 0.34


No. 4
The molecule C4H6O, computed with wB97M-V/def2-TZVPD.

Properties
Max |F| = 3.30 eV/A
Lowest unoccupied orbital energy = 0.0430 Eh
SMILES = COC1C=C1
Relative energy (zero: lowest compared OMol25 entry of this formula, charge and spin) = 72.03 kcal/mol

```
! wB97M-V def2-TZVPD RIJCOSX def2/J DEFGRID3
* xyz 0 1
C -1.768 0.112 0.022
O -0.578 0.733 -0.558
C 0.674 -0.031 -0.614
C 1.511 -0.671 0.553
C 1.827 0.531 0.144
H -1.519 -0.957 0.371
H -2.587 0.135 -0.772
H -2.171 0.618 0.845
H 0.789 -0.330 -1.637
H 1.402 -1.481 1.266
H 2.422 1.340 0.381
*
```

Atomic partial charges in e from the Löwdin method, atoms 1 to 2: number 1, C, carries -0.09; number 2, O, carries -0.19


No. 5
The molecule C3H8N2O2S, computed with wB97M-V/def2-TZVPD.

Properties
Max |F| = 1.03 eV/A
Lowest unoccupied orbital energy = 0.0270 Eh
SMILES = CO/N=C(\CO)NS
Relative energy (zero: lowest compared OMol25 entry of this formula, charge and spin) = 50.65 kcal/mol

```
! wB97M-V def2-TZVPD RIJCOSX def2/J DEFGRID3
* xyz 0 1
C -1.312 0.756 2.252
O -0.809 -0.039 1.191
N -0.072 0.787 0.337
C 0.361 0.132 -0.680
C 0.111 -1.345 -0.913
O -1.262 -1.642 -0.941
N 1.011 0.902 -1.645
S 2.444 0.328 -2.368
H -1.852 0.052 2.910
H -0.504 1.229 2.801
H -2.000 1.521 1.883
H 0.638 -1.901 -0.163
H 0.539 -1.638 -1.870
H -1.589 -1.329 -0.065
H 1.011 1.869 -1.403
H 3.286 0.315 -1.325
*
```

Atomic partial charges in e from the Löwdin method, atoms 1 to 2: number 1, C, carries -0.09; number 2, O, carries -0.23


No. 6
A cluster of 2 separate species, C9H21N2O2 in total, computed with wB97M-V/def2-TZVPD.

Properties
Max |F| = 4.54 eV/A
Lowest unoccupied orbital energy = -0.1058 Eh
Relative energy (zero: lowest compared OMol25 entry of this formula, charge and spin) = 84.61 kcal/mol

```
! wB97M-V def2-TZVPD RIJCOSX def2/J DEFGRID3
* xyz 1 1
C 0.740 -0.480 -0.362
C 3.379 2.096 0.408
C -2.632 -2.506 0.761
C -3.193 1.481 -0.444
C 2.337 1.108 0.823
C -2.170 -1.555 -0.397
C -1.834 1.038 -0.799
C 2.201 -0.159 -0.046
C -1.479 -0.186 0.086
N 1.443 -1.350 0.635
N 3.311 -0.538 -0.731
O 0.532 -1.200 -1.568
O -1.482 -0.064 1.374
H 4.413 1.839 0.690
H 3.208 2.972 0.923
H 3.277 2.308 -0.598
H -2.348 -3.522 0.798
H -2.047 -2.030 1.623
H -3.708 -2.447 0.925
H -3.256 1.736 0.571
H -3.808 0.595 -0.710
H -3.643 2.165 -1.197
H 1.376 1.553 0.880
H 2.681 0.769 1.753
H -1.490 -2.078 -1.026
H -2.937 -1.267 -1.086
H -1.756 0.675 -1.745
H -1.196 1.835 -0.422
H 1.078 -1.195 1.583
H 1.785 -2.291 0.447
H 1.086 -0.870 -2.241
H 3.205 -1.105 -1.587
H 4.213 -0.164 -0.516
H -1.148 0.850 1.625
*
```

Atomic partial charges in e from the Löwdin method, atoms 1 to 2: number 1, C, carries -0.19; number 2, C, carries -0.08


No. 7
The molecule C5H9NO, computed with wB97M-V/def2-TZVPD.

Properties
Max |F| = 2.92 eV/A
Lowest unoccupied orbital energy = 0.0297 Eh
SMILES = COC[C@@H](C)C#N
Relative energy (zero: lowest compared OMol25 entry of this formula, charge and spin) = 58.46 kcal/mol

```
! wB97M-V def2-TZVPD RIJCOSX def2/J DEFGRID3
* xyz 0 1
C 2.257 0.576 0.163
O 1.251 -0.085 0.894
C 0.326 -0.954 0.206
C -0.972 -0.153 0.319
C -1.398 0.708 -0.882
C -2.106 -0.981 0.782
N -2.993 -1.667 1.080
H 2.178 1.670 0.262
H 2.195 0.316 -0.898
H 3.219 0.255 0.569
H 0.256 -1.886 0.780
H 0.680 -1.158 -0.808
H -0.368 0.505 1.055
H -2.349 1.205 -0.661
H -0.650 1.490 -1.039
H -1.527 0.157 -1.822
*
```

Atomic partial charges in e from the Löwdin method, atoms 1 to 2: number 1, C, carries -0.10; number 2, O, carries -0.23